68
Properties=species:S:1:pos:R:3 method="wB97M-V/def2-TZVPD" orbital_gap_ev=9.156 energy_ha=-2096.34333 fmax_ev_per_a=2.3 e_above_lowest_ev=0.000 homo_ev=-6.9 total_charge=-1
Cl -0.3361 -0.0819 0.7843
O -0.1710 0.0720 -0.6446
O -1.3264 -1.0684 1.0914
O 0.9799 -0.4501 1.3109
O -0.6963 1.1810 1.3870
C -3.2603 -3.9930 1.8452
C -3.3818 -4.6474 3.2167
O -2.6171 -3.9692 4.1975
H -3.7491 -4.6067 1.0843
H -2.2312 -3.8630 1.5071
H -3.6940 -2.9922 1.8032
H -3.0856 -5.6961 3.1546
H -4.4427 -4.6139 3.5025
H -3.1223 -3.1857 4.4312
C -5.3187 2.4662 0.0806
C -4.0144 2.1463 0.7841
O -3.0905 3.2350 0.6921
H -5.8377 3.2717 0.6010
H -5.9424 1.5700 0.0902
H -5.1562 2.7312 -0.9629
H -3.5312 1.3066 0.2738
H -4.1531 1.8581 1.8296
H -2.2380 2.7941 0.7955
C -3.6782 -2.5765 -3.1337
C -2.8259 -1.8508 -2.1033
O -3.0823 -2.4710 -0.8342
H -3.2896 -3.5841 -3.2821
H -3.5687 -2.1097 -4.1154
H -4.7122 -2.5388 -2.8008
H -3.0984 -0.7922 -2.0299
H -1.7452 -1.9229 -2.2581
H -2.5998 -1.9424 -0.1830
C 3.1139 2.5676 2.5551
O 4.0109 3.3474 2.8930
N 3.3542 1.4200 1.8729
N 1.8006 2.8015 2.8354
H 4.3278 1.1780 1.8313
H 2.6452 0.7124 1.7821
H 1.0944 2.1469 2.5415
H 1.5981 3.6651 3.2994
C 4.9061 -2.1221 0.3784
O 4.8516 -2.0802 -0.8528
N 6.0377 -2.1801 1.1169
N 3.7552 -2.2672 1.1129
H 6.9009 -2.1327 0.6025
H 6.0463 -2.4176 2.0853
H 2.8786 -2.2308 0.6239
H 3.8442 -2.5623 2.0625
C 2.7869 -1.2838 -3.8076
O 2.3487 -1.2876 -4.9615
N 4.0970 -1.4152 -3.4797
N 1.9630 -1.1788 -2.7323
H 4.3785 -1.6574 -2.5320
H 4.7509 -1.5501 -4.2269
H 2.2710 -1.1510 -1.7796
H 0.9759 -1.0909 -2.8878
C 2.3201 4.7193 -0.7788
C 1.2404 3.6446 -0.6974
C 0.0032 3.9935 -1.4859
O 1.8017 2.4458 -1.2136
H 2.7100 4.7221 -1.8004
H 3.0819 4.4103 -0.0645
H 1.8969 5.7133 -0.6431
H 0.9423 3.5570 0.3512
H -0.6633 3.1270 -1.4760
H 0.3162 4.2297 -2.5069
H -0.5890 4.8296 -1.1088
H 1.2180 1.7004 -1.0239


95
Properties=species:S:1:pos:R:3 method="wB97M-V/def2-TZVPD" orbital_gap_ev="5.903 / 6.299" energy_ha=-2360.84883 fmax_ev_per_a=1.5 spin_multiplicity=3 homo_ev="-5.8 / -6.4" total_charge=0
Pt 0.4132 0.0913 0.2792
C 0.3452 -2.5358 3.6557
C -0.2173 -1.6147 2.6121
N 0.1800 -0.3888 2.4644
N 1.1127 0.1121 3.2770
C 3.3114 1.0838 1.2702
N 4.4592 1.6569 1.6184
S 2.3889 1.8268 0.0906
C -1.3239 -2.0436 1.7572
C -2.2998 -2.9427 2.1939
C -3.3421 -3.2783 1.3508
C -3.4302 -2.6633 0.1097
C -2.4551 -1.7394 -0.2255
N -1.4106 -1.4800 0.5435
H 1.4230 -2.6527 3.5163
H -0.0973 -3.5238 3.5734
H 0.1674 -2.1612 4.6687
H 5.0623 1.1973 2.2768
H 4.8201 2.5159 1.2014
H -2.2567 -3.3517 3.1936
H -4.0829 -4.0042 1.6587
H -4.2334 -2.8923 -0.5762
H -2.4947 -1.1993 -1.1627
C 2.5788 -1.8229 -0.2330
C 2.9404 -1.7157 -1.7148
C 3.6529 -0.4215 -2.1202
C 1.7522 -1.9570 -2.6276
C 1.8854 -3.0177 -3.5172
C 0.9228 -3.3108 -4.4641
C -0.2267 -2.5498 -4.4988
C -0.4156 -1.4778 -3.6346
C -1.7516 -0.7471 -3.7206
C -2.9171 -1.7490 -3.6567
C -1.8842 0.0800 -5.0049
C 0.5950 -1.1454 -2.6955
N 0.3842 0.0129 -1.8924
C 0.1706 1.1319 -2.5098
C -0.3112 2.3800 -2.0200
C -0.3194 3.4217 -2.9800
C -0.7687 4.6826 -2.7122
C -1.2125 4.9737 -1.4101
C -1.2394 4.0033 -0.4502
C -0.8508 2.6506 -0.7116
N -1.0425 1.7022 0.2087
C -1.8171 1.9183 1.3699
C -1.2306 2.2037 2.6219
C -2.0440 2.3621 3.7357
C -3.4181 2.2352 3.6469
C -3.9952 1.9614 2.4201
C -3.2264 1.7974 1.2749
C -3.9179 1.5121 -0.0469
C -5.0466 0.4839 0.0976
C -4.5004 2.7822 -0.6833
C 0.2603 2.4123 2.7543
C 0.6058 3.8650 3.0944
C 0.9251 1.4778 3.7702
H 3.4096 -1.5261 0.4027
H 2.2888 -2.8473 0.0113
H 1.7098 -1.1596 0.0202
H 3.6533 -2.5231 -1.9067
H 2.9677 0.4178 -2.1399
H 4.0735 -0.5412 -3.1215
H 4.4620 -0.1858 -1.4286
H 2.7893 -3.6132 -3.4775
H 1.0706 -4.1225 -5.1645
H -0.9979 -2.7885 -5.2204
H -1.8375 -0.0628 -2.8749
H -3.0341 -2.2658 -4.6097
H -3.8532 -1.2279 -3.4452
H -2.7478 -2.5017 -2.8865
H -1.7635 -0.5568 -5.8825
H -1.1420 0.8758 -5.0554
H -2.8723 0.5419 -5.0472
H 0.4074 1.1430 -3.5764
H 0.0437 3.1844 -3.9741
H -0.7819 5.4393 -3.4843
H -1.5563 5.9731 -1.1719
H -1.5964 4.2323 0.5451
H -1.5966 2.6218 4.6891
H -4.0377 2.3595 4.5261
H -5.0729 1.8663 2.3570
H -3.1648 1.1049 -0.7256
H -5.9296 0.9336 0.5554
H -4.7387 -0.3707 0.7003
H -5.3368 0.1244 -0.8922
H -5.1469 3.2997 0.0291
H -5.0956 2.5151 -1.5597
H -3.7218 3.4674 -1.0019
H 0.7104 2.1995 1.7951
H 0.2477 4.1462 4.0881
H 0.1635 4.5406 2.3625
H 1.6892 3.9949 3.0693
H 0.3431 1.4651 4.7020
H 1.9224 1.8603 3.9987
H 1.4853 -0.5129 3.9794


36
Properties=species:S:1:pos:R:3 method="wB97M-V/def2-TZVPD" orbital_gap_ev=9.280 energy_ha=-898.64101 fmax_ev_per_a=0.4 homo_ev=-8.5 total_charge=0
F -0.6290 1.0022 3.2502
C -0.7959 2.0734 2.4458
F -0.4318 3.1417 3.1693
F -2.1217 2.1809 2.2500
C -0.0311 1.9342 1.1618
C 1.1853 2.5798 0.9949
C 1.8686 2.4162 -0.1970
C 1.3515 1.6070 -1.1928
C 0.1407 0.9413 -1.0261
C -0.3692 -0.0096 -2.0863
N -0.0357 -1.4052 -1.8463
C 1.3892 -1.6513 -1.7295
C 1.8021 -3.0213 -2.2709
C 1.0475 -4.2010 -1.6635
C -0.4147 -4.2317 -2.1082
C -1.3533 -3.4192 -1.2176
C -0.7998 -2.0501 -0.7938
C -0.5528 1.1230 0.1636
H 1.5802 3.2066 1.7790
H 2.8090 2.9238 -0.3481
H 1.8935 1.4990 -2.1212
H 0.0586 0.2668 -3.0551
H -1.4563 0.0638 -2.1644
H 1.7252 -1.5605 -0.6810
H 1.9215 -0.8952 -2.3103
H 1.6483 -3.0316 -3.3517
H 2.8724 -3.1398 -2.0844
H 1.1109 -4.1706 -0.5746
H 1.5388 -5.1191 -1.9946
H -0.7735 -5.2633 -2.1225
H -0.4735 -3.8489 -3.1278
H -1.5788 -3.9818 -0.3089
H -2.2912 -3.2763 -1.7576
H -0.1839 -2.1680 0.1105
H -1.6521 -1.4256 -0.5202
H -1.5090 0.6474 0.3204


82
Properties=species:S:1:pos:R:3 method="wB97M-V/def2-TZVPD" orbital_gap_ev=7.661 energy_ha=-3875.08383 fmax_ev_per_a=0.1 e_above_lowest_ev=0.000 homo_ev=-5.5 total_charge=-1
Bi 0.9692 1.1695 -0.6904
C -4.3483 1.0657 -1.7069
Sb -2.4443 0.0751 -1.6520
C -2.7569 -0.8603 0.2457
C -3.0572 -1.6606 -2.8430
C -2.7815 -1.4121 -4.2910
C -3.6756 -0.6223 -5.0168
C -3.4430 -0.2728 -6.3363
C -2.2900 -0.7193 -6.9647
C -1.4024 -1.5187 -6.2642
C -1.6232 -1.8835 -4.9350
C -0.6170 -2.7557 -4.2498
Sb 0.6607 -1.6907 -2.8315
C 1.1878 -0.1151 -4.1923
C 2.4439 -2.8362 -3.1556
H -5.1462 0.3628 -1.4660
H -4.5245 1.5009 -2.6898
H -4.3250 1.8638 -0.9656
H -3.7397 -1.3324 0.2757
H -2.6790 -0.0951 1.0181
H -1.9750 -1.6008 0.4087
H -4.1233 -1.8072 -2.6610
H -2.5212 -2.5229 -2.4480
H -4.5738 -0.2708 -4.5201
H -4.1556 0.3454 -6.8677
H -2.0852 -0.4538 -7.9941
H -0.5078 -1.8819 -6.7581
H 0.0469 -3.2106 -4.9858
H -1.0967 -3.5600 -3.6892
H 1.4802 -0.5325 -5.1559
H 2.0268 0.4512 -3.7834
H 0.3399 0.5546 -4.3369
H 2.4395 -3.2896 -4.1470
H 2.5443 -3.6064 -2.3942
H 3.2974 -2.1660 -3.0636
O 7.1048 1.0040 -2.4515
C 5.9414 1.0434 -2.1562
C 5.0306 2.2702 -2.2197
O 5.3530 3.3825 -2.5686
C 3.7156 1.7946 -1.7701
C 3.7734 0.4522 -1.4026
O 2.7263 -0.1738 -0.9342
C 5.0946 -0.1210 -1.6426
O 5.4666 -1.2649 -1.4961
O 2.6190 2.4727 -1.6926
O 0.3835 -0.2551 0.8219
C 0.8717 -0.6216 1.9839
C 0.6253 -1.9350 2.4264
C 1.0223 -2.3573 3.6738
C 1.6887 -1.4876 4.5373
C 1.9788 -0.2130 4.1041
C 1.5975 0.2377 2.8331
C 2.0230 1.5586 2.3853
N 2.0275 2.0393 1.1414
C 2.6229 3.2848 1.1672
C 2.9755 3.5612 2.4431
N 2.6086 2.4678 3.1915
H 0.0994 -2.5934 1.7464
H 0.8089 -3.3720 3.9880
H 1.9900 -1.8090 5.5246
H 2.5291 0.4446 4.7651
H 2.7465 3.8582 0.2653
H 3.4310 4.4282 2.8850
H 2.5334 2.4586 4.2002
S 0.4786 3.1701 5.7111
C -0.3840 2.8759 4.3000
S -0.2524 3.8752 2.8969
C -1.1794 2.7275 1.9537
N -1.6218 1.7439 2.6709
N -1.2016 1.8536 3.9842
C -1.6228 0.7967 4.8484
C -1.9087 1.0396 6.1848
C -2.3310 -0.0088 6.9875
C -2.4768 -1.2847 6.4626
C -2.2101 -1.5077 5.1196
C -1.7882 -0.4694 4.3062
S -1.3744 2.9366 0.2611
H -1.7953 2.0324 6.5908
H -2.5504 0.1789 8.0308
H -2.8042 -2.0994 7.0960
H -2.3250 -2.4974 4.6958
H -1.5856 -0.6292 3.2581


What did the first record say?
68
Properties=species:S:1:pos:R:3 method="wB97M-V/def2-TZVPD" orbital_gap_ev=9.156 energy_ha=-2096.34333 fmax_ev_per_a=2.3 e_above_lowest_ev=0.000 homo_ev=-6.9 total_charge=-1
Cl -0.3361 -0.0819 0.7843
O -0.1710 0.0720 -0.6446
O -1.3264 -1.0684 1.0914
O 0.9799 -0.4501 1.3109
O -0.6963 1.1810 1.3870
C -3.2603 -3.9930 1.8452
C -3.3818 -4.6474 3.2167
O -2.6171 -3.9692 4.1975
H -3.7491 -4.6067 1.0843
H -2.2312 -3.8630 1.5071
H -3.6940 -2.9922 1.8032
H -3.0856 -5.6961 3.1546
H -4.4427 -4.6139 3.5025
H -3.1223 -3.1857 4.4312
C -5.3187 2.4662 0.0806
C -4.0144 2.1463 0.7841
O -3.0905 3.2350 0.6921
H -5.8377 3.2717 0.6010
H -5.9424 1.5700 0.0902
H -5.1562 2.7312 -0.9629
H -3.5312 1.3066 0.2738
H -4.1531 1.8581 1.8296
H -2.2380 2.7941 0.7955
C -3.6782 -2.5765 -3.1337
C -2.8259 -1.8508 -2.1033
O -3.0823 -2.4710 -0.8342
H -3.2896 -3.5841 -3.2821
H -3.5687 -2.1097 -4.1154
H -4.7122 -2.5388 -2.8008
H -3.0984 -0.7922 -2.0299
H -1.7452 -1.9229 -2.2581
H -2.5998 -1.9424 -0.1830
C 3.1139 2.5676 2.5551
O 4.0109 3.3474 2.8930
N 3.3542 1.4200 1.8729
N 1.8006 2.8015 2.8354
H 4.3278 1.1780 1.8313
H 2.6452 0.7124 1.7821
H 1.0944 2.1469 2.5415
H 1.5981 3.6651 3.2994
C 4.9061 -2.1221 0.3784
O 4.8516 -2.0802 -0.8528
N 6.0377 -2.1801 1.1169
N 3.7552 -2.2672 1.1129
H 6.9009 -2.1327 0.6025
H 6.0463 -2.4176 2.0853
H 2.8786 -2.2308 0.6239
H 3.8442 -2.5623 2.0625
C 2.7869 -1.2838 -3.8076
O 2.3487 -1.2876 -4.9615
N 4.0970 -1.4152 -3.4797
N 1.9630 -1.1788 -2.7323
H 4.3785 -1.6574 -2.5320
H 4.7509 -1.5501 -4.2269
H 2.2710 -1.1510 -1.7796
H 0.9759 -1.0909 -2.8878
C 2.3201 4.7193 -0.7788
C 1.2404 3.6446 -0.6974
C 0.0032 3.9935 -1.4859
O 1.8017 2.4458 -1.2136
H 2.7100 4.7221 -1.8004
H 3.0819 4.4103 -0.0645
H 1.8969 5.7133 -0.6431
H 0.9423 3.5570 0.3512
H -0.6633 3.1270 -1.4760
H 0.3162 4.2297 -2.5069
H -0.5890 4.8296 -1.1088
H 1.2180 1.7004 -1.0239